[1]
19
Properties=species:S:1:pos:R:3:forces:R:3:mulliken_charge:R:1 method="wB97M-V/def2-TZVPD" spin_multiplicity=2 charge=-2 energy_ev=-7438.39606 s_squared=0.75 lumo_energy_ha="0.258 / 0.254"
C 0.60573 -1.01139 -1.62117 -0.096 -0.174 -0.183 -0.4585
O -0.66179 -1.04154 -1.18544 0.027 -0.192 -0.162 -0.8586
C 1.45027 -2.17488 -1.03474 -0.281 -0.311 -0.018 -1.1993
H 1.18365 -0.07388 -1.39003 -0.149 0.069 0.064 0.1793
H 0.66701 -1.09889 -2.74216 0.279 0.003 -0.118 0.2865
H 2.53122 -2.16946 -1.23866 0.013 0.270 -0.062 0.3102
H 1.05127 -3.11604 -1.43366 -0.028 -0.039 0.097 0.2672
H 1.27556 -2.17604 0.04577 0.149 -0.021 -0.007 0.3286
C 0.51858 2.09331 1.51862 -0.380 -0.096 -0.519 -4.2943
C -0.39077 1.18652 0.67912 -0.037 -0.191 1.158 2.0975
C -1.67661 0.79519 1.41127 -0.151 0.065 0.103 -2.6727
H 0.01181 3.04940 1.68482 0.216 0.073 0.313 0.7517
H 1.48038 2.28030 1.02807 -0.017 0.077 0.020 0.8004
H 0.75956 1.62825 2.47940 -0.070 0.186 0.103 0.6784
H 0.04550 0.20677 0.50532 0.376 0.295 -0.515 -0.3865
H -0.64955 1.66377 -0.26602 0.150 -0.212 -0.155 0.6550
H -2.14210 -0.01594 0.84341 -0.102 0.092 -0.019 -0.0223
H -1.43076 0.39830 2.40359 -0.024 0.047 -0.031 0.6649
H -2.40422 1.60242 1.56209 0.123 0.061 -0.068 0.8725

=====

[2]
20
Properties=species:S:1:pos:R:3:forces:R:3:mulliken_charge:R:1 method="wB97M-V/def2-TZVPD" spin_multiplicity=2 charge=0 energy_ev=-9488.82068 s_squared=0.75 lumo_energy_ha="0.026 / 0.015"
O 0.19659 -1.73158 -3.64482 -0.613 -1.152 0.396 -0.6584
H -0.23710 -2.62025 -3.53726 0.681 1.400 -0.068 0.3259
H 0.28317 -1.37874 -2.74559 -0.066 -0.245 -0.272 0.3369
C -0.87401 -0.36940 0.37411 -0.284 0.671 -1.588 -0.9074
C -0.71704 -1.64101 1.05683 -0.529 -1.559 0.034 -1.0802
C 0.20228 0.64346 0.48357 -0.042 -0.260 0.187 1.9151
C 0.34208 1.50492 -0.75841 -0.088 -0.011 0.034 -1.6920
C -0.04871 1.48239 1.73032 -0.124 0.338 0.194 -1.5621
O 1.39450 -0.14701 0.64928 1.093 0.588 -0.141 -0.5927
H -1.48474 -0.33162 -0.55558 0.268 -0.003 0.883 0.4199
H -1.37236 -2.30900 0.47987 0.162 -0.398 0.693 0.3264
H 0.31466 -2.03098 1.00703 -0.382 0.211 -0.052 0.3256
H -0.99524 -1.67951 2.12818 -0.064 0.191 -0.398 0.2524
H -0.59994 2.01584 -0.99617 0.289 -0.031 0.054 0.3857
H 1.12671 2.23522 -0.55701 -0.054 0.247 -0.208 0.4578
H 0.65180 0.89872 -1.61757 -0.144 0.075 0.133 0.3516
H -1.03501 1.96332 1.69344 0.234 -0.006 -0.169 0.3581
H -0.04538 0.87347 2.64110 0.217 0.017 -0.247 0.3498
H 0.71646 2.25614 1.78487 0.045 0.105 0.293 0.3662
H 2.18128 0.36562 0.38381 -0.599 -0.177 0.242 0.3213

=====

[3]
19
Properties=species:S:1:pos:R:3:forces:R:3:mulliken_charge:R:1 method="wB97M-V/def2-TZVPD" charge=0 energy_ev=-14681.30524 lumo_energy_ha=0.002
C 1.45579 0.06085 -1.42981 0.374 1.822 0.954 -1.5808
C -0.39682 -1.39342 -0.31160 -2.455 1.002 0.175 -1.5744
C -0.83029 0.84665 -1.07478 -1.132 -0.562 -0.123 -1.9018
C -0.65941 0.57091 2.33544 -0.258 -0.372 -1.692 -0.9245
C 0.21252 -0.03065 -0.44202 1.223 1.959 -0.738 1.3064
P 0.73755 1.02341 1.11234 1.029 -3.701 1.377 0.1016
H 1.30599 -0.25485 -2.45161 -0.696 -0.393 -0.203 0.4122
H 1.95540 1.12173 -1.56450 -1.227 -1.831 0.744 0.3451
H 2.18416 -0.57184 -0.99004 1.116 -0.583 0.176 0.4493
H 0.04716 -1.97182 0.42639 0.816 -1.192 1.474 0.4114
H -0.46400 -1.98202 -1.21010 0.386 0.041 -0.730 0.4081
H -1.49942 -1.20783 -0.05443 1.464 -0.581 0.080 0.3296
H -0.91887 0.48245 -2.07278 -0.749 -0.697 -0.926 0.4414
H -1.83158 0.82874 -0.58708 0.765 0.327 -0.268 0.4097
H -0.44018 1.79304 -1.29603 0.237 1.948 0.365 0.5309
H -0.66381 0.97039 3.32884 0.179 1.257 0.196 0.3850
H -0.52914 -0.46769 2.58556 -0.331 -0.683 -0.528 0.2749
H -1.62847 0.75000 1.78258 0.863 -0.215 0.879 0.2090
H 1.96343 -0.56806 1.91366 -1.604 2.454 -1.213 -0.0332

=====

[4]
21
Properties=species:S:1:pos:R:3:forces:R:3:mulliken_charge:R:1 method="wB97M-V/def2-TZVPD" smiles="C=C(C)C.CP(S)S" charge=0 energy_ev=-36353.79709 lumo_energy_ha=0.026
C -1.70111 -1.95841 0.10607 1.394 1.824 0.883 -1.5142
C -2.50343 0.37178 0.73850 0.552 -2.643 2.115 -1.3629
C 2.64507 1.84986 -0.62941 -1.772 -1.182 2.058 -1.0103
C -1.26991 0.04016 -1.37674 -0.087 -0.591 0.468 -0.9931
C -1.77756 -0.45828 -0.24091 0.768 -0.880 -0.700 0.9319
P 1.93410 0.09280 -0.47828 0.975 0.455 -0.950 0.3405
S 1.03123 0.35031 1.41895 1.820 3.336 0.341 -0.2098
S 3.70828 -0.99158 -0.11510 0.950 0.832 1.539 -0.3239
H -1.76146 -2.16721 1.18932 -0.396 0.097 -0.604 0.3659
H -0.83691 -2.47566 -0.26037 0.837 0.017 -0.347 0.3866
H -2.47334 -2.31965 -0.47607 -2.070 -1.444 -0.544 0.4728
H -2.51859 -0.20849 1.73587 -0.393 1.184 -1.399 0.2701
H -1.95703 1.23159 0.87910 1.243 2.116 0.583 0.4132
H -3.44897 0.66784 0.43085 -2.066 0.213 -0.421 0.4082
H 3.10732 2.26504 -1.47714 0.013 -0.147 -1.669 0.3750
H 1.72502 2.37604 -0.32044 0.710 0.579 -0.198 0.2531
H 3.40760 1.89423 0.12561 0.125 0.332 0.766 0.3000
H -1.54255 1.10692 -1.63304 0.907 -1.391 -0.104 0.2912
H -0.59566 -0.68384 -1.91995 -0.977 1.487 -0.107 0.3625
H 0.51330 -0.77234 1.35320 -1.587 -3.163 -0.148 0.1064
H 4.31459 -0.21111 0.94997 -0.948 -1.031 -1.561 0.1371

=====

[5]
19
Properties=species:S:1:pos:R:3:forces:R:3:mulliken_charge:R:1 method="wB97M-V/def2-TZVPD" spin_multiplicity=2 charge=-1 energy_ev=-5408.14965 s_squared=0.75 lumo_energy_ha="0.146 / 0.142"
C 0.26581 -1.48471 -0.99177 0.351 -2.166 1.555 -0.2345
C 1.20204 -0.86791 0.13491 0.122 0.529 1.027 -1.1709
C 0.99950 -2.39629 -1.99130 -2.862 2.710 -3.548 -1.3753
H -0.23150 -0.61037 -1.50416 0.104 -1.230 0.720 0.1839
H -0.44551 -2.28204 -0.45233 0.823 2.440 -0.862 0.2013
H 0.40613 -0.25353 0.65948 1.602 -0.181 -0.142 -0.2167
H 1.67807 -1.52248 1.00742 -1.198 0.664 -2.190 0.5867
H 0.38043 -3.17250 -2.48856 -0.174 0.260 0.641 0.3758
H 1.79841 -2.87671 -1.59999 2.766 -1.194 1.159 0.2930
H 2.09967 -0.20761 -0.24128 -1.986 -1.052 0.428 0.5379
H 1.22830 -1.73706 -2.90499 0.589 -0.952 1.258 0.4180
C -1.06467 2.61869 1.86110 2.743 1.905 2.667 -1.9132
C -1.27950 1.77862 0.70054 -4.247 -2.090 -3.046 -1.5932
H -1.89089 3.04325 2.38476 -1.031 0.184 0.157 0.7694
H -0.58684 1.87656 2.65475 -0.399 1.805 -1.298 0.4315
H -0.34781 3.58941 1.65753 -1.393 -2.553 0.462 0.5223
H -0.28271 1.60760 0.33684 0.121 -0.825 -0.753 -0.1148
H -1.90743 0.78389 1.00596 1.963 1.856 -0.567 0.3405
H -2.02149 2.11319 -0.22892 2.106 -0.109 2.332 0.9583

=====

[6]
19
Properties=species:S:1:pos:R:3:forces:R:3:mulliken_charge:R:1 method="wB97M-V/def2-TZVPD" spin_multiplicity=2 charge=-1 energy_ev=-5408.46400 s_squared=0.75 lumo_energy_ha="0.153 / 0.157"
C 1.72002 -1.03804 -1.33785 4.384 -0.488 0.011 -1.4406
C 2.78294 -1.07056 -0.12281 -3.894 1.726 0.334 -1.5049
H 1.98207 -1.89402 -2.00464 0.309 0.635 0.123 0.5701
H 0.82012 -1.44098 -0.98324 -2.201 1.231 0.259 0.0772
H 2.09741 -0.10544 -1.86093 -2.226 -0.746 0.210 0.6081
H 3.43597 -1.74860 -0.44414 2.985 -3.054 -0.397 0.5812
H 2.31099 -1.27799 0.86259 0.440 -0.119 -0.696 0.4861
H 3.30886 -0.14378 -0.05824 0.201 0.831 0.155 0.2056
C -1.02881 0.72228 0.37247 -0.148 0.618 1.591 0.6878
C -1.58906 2.06036 1.03669 -0.184 -1.127 -4.669 -1.8103
C -2.10531 -0.37211 0.37647 -1.069 -1.395 -2.022 -3.1622
H -0.21459 0.27867 0.99166 0.002 0.580 -0.901 -0.1202
H -0.76025 0.95906 -0.67964 0.334 -0.434 0.822 0.0543
H -2.37226 1.78284 1.63222 -1.575 -0.321 2.380 0.4988
H -1.02877 2.92104 1.26788 1.396 0.430 1.050 0.7390
H -2.34379 -0.93394 1.34440 0.556 1.053 -1.191 0.8962
H -1.78834 -1.14261 -0.44186 -0.291 0.768 1.574 0.7945
H -2.14295 2.47834 0.15559 -0.009 -0.121 0.430 0.3349
H -3.08427 -0.03452 -0.10662 0.991 -0.065 0.935 0.5045

=====

[7]
19
Properties=species:S:1:pos:R:3:forces:R:3:mulliken_charge:R:1 method="wB97M-V/def2-TZVPD" spin_multiplicity=2 charge=-1 energy_ev=-5409.93450 s_squared=0.75 lumo_energy_ha="0.153 / 0.158"
C -0.74743 1.17444 -0.58034 0.969 0.246 -0.472 -0.6255
C -1.35092 2.55495 -0.64833 -2.334 1.041 -0.445 -1.3899
C -0.35818 0.68033 -1.99630 0.529 0.468 0.914 -2.3303
H 0.20367 1.21785 -0.03931 -0.155 -0.157 0.205 0.2256
H -1.38457 0.48511 -0.03373 -0.105 -0.081 -0.077 0.4004
H -2.45019 2.45786 -0.57886 0.076 -0.161 0.181 0.3534
H -1.32018 3.05513 -1.62291 0.750 -0.255 -0.092 0.3758
H 0.56154 1.24148 -2.20411 0.013 -0.257 -0.362 0.3416
H -0.12013 -0.38355 -1.96909 -0.085 -0.040 -0.292 0.5694
H -1.16657 3.35946 0.07147 0.688 -0.529 0.324 0.6618
H -1.05022 0.93490 -2.79475 -0.342 -0.253 0.090 0.6169
C 0.67151 -2.06821 1.03121 -1.526 -1.258 -0.867 -0.9315
C 1.74282 -2.07112 2.10915 -0.619 0.404 -0.605 -1.7053
H -0.34306 -1.99482 1.44893 0.206 0.553 0.278 0.6536
H 0.67443 -1.41036 0.16626 0.554 0.586 0.413 -0.4905
H 0.53698 -3.03727 0.51698 0.629 -0.141 0.338 0.7887
H 1.85181 -1.05592 2.49346 0.267 -0.024 0.083 0.6039
H 1.36539 -2.69309 2.91873 0.326 -0.175 0.166 0.3308
H 2.68329 -2.44715 1.71153 0.160 0.035 0.222 0.5511

=====

[8]
19
Properties=species:S:1:pos:R:3:forces:R:3:mulliken_charge:R:1 method="wB97M-V/def2-TZVPD" smiles=CCC.CC charge=0 energy_ev=-5411.90182 lumo_energy_ha=0.042
C 0.95030 1.63609 1.68009 -0.649 -0.223 0.052 -0.1985
C -0.09192 0.53293 1.47905 0.407 0.033 -0.684 -0.9891
C 1.65610 2.03740 0.40291 0.132 0.063 -0.028 -1.1124
H 0.45781 2.50947 2.11325 0.074 0.063 0.038 0.2774
H 1.65708 1.26774 2.42074 0.217 0.131 0.088 0.2775
H 0.42824 -0.39187 1.19763 -0.201 -0.072 0.436 0.2563
H 0.94548 2.44029 -0.32560 0.123 0.187 0.139 0.2957
H 2.44144 2.76546 0.63054 -0.160 0.030 -0.282 0.3193
H 2.12503 1.18605 -0.08445 0.140 -0.202 0.029 0.3074
H -0.70964 0.42472 2.36237 -0.014 -0.367 0.162 0.3420
H -0.75252 0.71336 0.62865 -0.061 0.366 0.066 0.2118
C -1.44090 -1.16279 -1.64661 -0.293 -1.455 0.689 -0.7371
C -0.80558 -2.56392 -1.49196 0.001 0.330 -0.204 -0.8508
H -0.69669 -0.42329 -1.92547 -0.277 0.222 -0.083 0.2643
H -2.27725 -1.27724 -2.33748 0.312 0.483 -0.424 0.3363
H -1.92942 -0.93828 -0.69825 0.235 0.491 0.064 0.1847
H -0.10744 -2.63824 -0.65031 -0.186 0.108 -0.097 0.2658
H -0.25028 -2.81426 -2.39597 -0.004 -0.164 -0.007 0.2674
H -1.59986 -3.30363 -1.35914 0.202 -0.024 0.048 0.2821

=====

[9]
19
Properties=species:S:1:pos:R:3:forces:R:3:mulliken_charge:R:1 method="wB97M-V/def2-TZVPD" smiles=CCC.CC charge=0 energy_ev=-5411.41949 lumo_energy_ha=0.041
C 0.58366 0.86442 -1.03796 0.485 -0.297 -0.549 0.1843
C 1.63035 0.61864 -2.16677 -1.165 0.398 -0.266 -1.0536
C 0.20520 2.34968 -0.85564 0.568 -0.218 0.821 -1.0946
H 1.05296 0.38061 -0.17737 -0.302 0.657 0.487 0.0708
H -0.35256 0.31620 -1.14297 0.150 -0.248 -0.542 0.1598
H 1.22066 0.01989 -2.98123 0.127 -0.252 0.108 0.2557
H 1.84303 1.58216 -2.62343 0.393 0.037 -0.029 0.2890
H 0.68955 2.68739 0.06351 -0.405 0.292 0.109 0.2556
H -0.87295 2.46671 -0.79617 -0.043 0.113 0.264 0.2949
H 2.54312 0.17312 -1.78945 0.100 -0.064 -0.063 0.2959
H 0.55605 3.05132 -1.61420 0.085 -0.433 -0.328 0.3359
C -1.73548 -1.96040 1.47273 -0.923 0.694 -0.178 -0.7155
C -0.48520 -1.75510 2.31013 -0.277 0.565 0.166 -0.6282
H -1.65449 -1.51070 0.48010 0.354 -0.357 -0.119 0.1526
H -2.09928 -2.97693 1.35380 0.139 -0.130 0.151 0.3008
H -2.54766 -1.36146 1.90061 -0.075 -0.301 0.123 0.2557
H -0.73463 -1.42820 3.32087 -0.102 -0.272 0.087 0.2720
H 0.01057 -0.88469 1.88120 0.638 -0.294 0.043 0.0965
H 0.14710 -2.63266 2.40223 0.253 0.108 -0.285 0.2727

=====

[10]
19
Properties=species:S:1:pos:R:3:forces:R:3:mulliken_charge:R:1 method="wB97M-V/def2-TZVPD" smiles=CCC.CC charge=0 energy_ev=-5412.01158 lumo_energy_ha=0.042
C -0.44749 2.14668 1.09883 0.211 -0.359 -0.384 -0.5345
C -1.95860 2.02159 1.17952 -0.290 -0.555 0.468 -0.8915
H 0.06573 1.66542 1.93555 -0.185 0.101 0.073 0.2630
H -0.08278 1.62222 0.20224 -0.041 0.352 0.139 -0.0120
H -0.12950 3.18607 1.05545 0.080 0.036 -0.014 0.3293
H -2.26420 0.97333 1.06633 0.037 0.197 -0.184 0.2446
H -2.35606 2.31025 2.15154 0.117 0.214 0.117 0.3128
H -2.48446 2.61976 0.44128 0.074 0.004 -0.220 0.2755
C 1.23491 -1.06698 -0.96120 -0.105 0.117 0.171 -0.0583
C 1.52775 -2.29011 -0.10986 -0.368 -0.522 0.099 -1.1733
C -0.24588 -0.96305 -1.31485 0.209 -0.132 0.055 -1.1257
H 1.52156 -0.16776 -0.41928 0.102 0.119 0.129 0.2030
H 1.84248 -1.06961 -1.86099 0.086 -0.091 -0.222 0.2870
H 1.02220 -2.23537 0.86333 0.169 0.151 -0.120 0.3004
H -0.54905 -1.75454 -1.99765 0.042 -0.037 -0.183 0.4062
H -0.83806 -1.11423 -0.41284 -0.157 0.266 0.073 0.2328
H 2.58580 -2.48159 0.05964 0.076 0.193 0.020 0.3360
H 1.12100 -3.19004 -0.58408 0.073 0.044 -0.084 0.2967
H -0.47664 0.00343 -1.76778 -0.130 -0.099 0.067 0.3079

=====

Question: Among the records above, which one has the lowest charge?
Answer: C5H13O